1.
The following is a quantum chemistry calculation of a structure of composition C34H35Cl5N3PSTeY, from OMol25.

CARTESIAN COORDINATES (ANGSTROEM)
Y: -0.145 -0.357 0.457
N: -1.770 1.456 -0.636
C: -2.376 1.678 -1.920
C: -3.510 2.479 -2.022
C: -4.062 2.753 -3.259
C: -3.477 2.241 -4.412
C: -2.363 1.434 -4.306
C: -1.801 1.130 -3.062
P: -0.467 -0.083 -2.876
C: -1.083 -1.455 -3.907
C: -2.448 -1.742 -3.959
C: -2.903 -2.881 -4.605
C: -2.004 -3.746 -5.213
C: -0.648 -3.457 -5.185
C: -0.188 -2.320 -4.537
C: 0.998 0.502 -3.774
C: 0.999 0.708 -5.157
C: 2.135 1.173 -5.794
C: 3.287 1.433 -5.061
C: 3.304 1.216 -3.693
C: 2.163 0.750 -3.055
H: -2.398 1.773 0.098
H: -0.975 2.092 -0.559
H: -3.948 2.907 -1.127
H: -4.942 3.379 -3.324
H: -3.898 2.463 -5.384
H: -1.931 1.004 -5.199
H: -3.168 -1.066 -3.513
H: -3.965 -3.087 -4.644
H: -2.363 -4.631 -5.722
H: 0.059 -4.112 -5.678
H: 0.874 -2.105 -4.539
H: 0.116 0.486 -5.742
H: 2.127 1.333 -6.864
H: 4.176 1.795 -5.562
H: 4.201 1.405 -3.118
H: 2.195 0.578 -1.985
Cl: 1.626 2.683 -0.237
C: 0.610 2.895 1.181
C: -0.136 1.792 1.549
C: -1.038 2.017 2.564
Cl: -2.060 0.640 2.969
C: -1.194 3.222 3.238
Cl: -2.350 3.408 4.488
C: -0.372 4.287 2.857
Cl: -0.501 5.792 3.664
C: 0.538 4.133 1.804
Cl: 1.515 5.447 1.298
C: -3.101 -1.416 -0.188
N: -2.083 -2.030 0.689
C: -2.735 -2.331 1.990
C: -1.697 -3.357 0.121
C: -0.612 -3.268 -0.929
N: 0.620 -2.675 -0.377
C: 1.654 -2.628 -1.427
C: 1.147 -3.546 0.701
H: -3.970 -2.076 -0.289
H: -2.692 -1.237 -1.184
H: -3.429 -0.469 0.236
H: -3.432 -3.166 1.863
H: -3.309 -1.477 2.338
H: -1.983 -2.596 2.730
H: -2.588 -3.841 -0.292
H: -1.361 -3.981 0.946
H: -0.939 -2.676 -1.781
H: -0.401 -4.274 -1.316
H: 1.870 -3.636 -1.800
H: 2.572 -2.211 -1.011
H: 1.330 -2.014 -2.263
H: 1.163 -4.590 0.366
H: 0.556 -3.466 1.611
H: 2.158 -3.233 0.943
Te: 1.805 -0.382 2.659
C: 3.233 -1.913 2.528
C: 4.284 -1.997 1.657
C: 5.042 -3.186 1.816
C: 4.558 -3.986 2.806
S: 3.208 -3.272 3.577
H: 4.511 -1.226 0.933
H: 5.914 -3.431 1.226
H: 4.959 -4.930 3.142

Output
LUMO = -2.593 eV
spin multiplicity = 1
net charge = +1
F_max = 0.8 eV/A
HOMO energy = -0.35865 Eh
energy above the lowest of the compared OMol25 structures with the same formula, charge and spin = 21.4 kcal/mol

---

2.
The following is a quantum chemistry calculation of the ion C3H8BrN2 with charge +1 in a non-equilibrium geometry, from OMol25.

CARTESIAN COORDINATES (ANGSTROEM)
C: -1.121 -1.848 0.123
N: 0.294 -1.458 -0.067
C: 0.800 -0.231 -0.098
Br: 2.796 -0.275 0.143
N: 0.050 0.862 -0.088
C: 0.355 2.300 -0.096
H: -1.068 -2.712 0.729
H: -1.706 -1.161 0.710
H: -1.690 -1.825 -0.745
H: 0.974 -2.166 -0.305
H: -0.933 0.537 -0.071
H: 0.605 2.570 -1.026
H: 1.180 2.557 0.619
H: -0.534 2.851 0.172

Output
LUMO = -4.266 eV
spin multiplicity = 1
SMILES string = CN/C(Br)=[NH+]/C
net charge = +1
F_max = 3.8 eV/A
HOMO energy = -0.55389 Eh
energy above the lowest of the compared OMol25 structures with the same formula, charge and spin = 28.7 kcal/mol

---

3.
The following is a quantum chemistry calculation of a structure of composition C6H8LiO6Tl in a non-equilibrium geometry, from OMol25.

CARTESIAN COORDINATES (ANGSTROEM)
O: 4.709 1.046 -0.416
C: 4.023 0.104 0.049
O: 4.511 -0.968 0.481
Tl: 7.413 -0.280 -0.135
O: 2.694 0.270 0.180
C: 1.855 -0.879 0.144
C: 0.474 -0.452 -0.341
H: 1.785 -1.330 1.145
H: 2.268 -1.637 -0.540
H: 0.112 0.368 0.317
H: 0.589 0.013 -1.342
H: -2.174 2.076 -0.444
Li: -1.629 -2.476 -1.007
O: -0.403 -1.504 -0.219
O: -2.854 0.262 -1.169
C: -3.083 1.465 -0.392
C: -3.354 0.912 1.001
O: -3.267 -0.520 0.798
C: -2.780 -0.811 -0.398
H: -3.933 1.998 -0.831
H: -4.357 1.138 1.379
H: -2.599 1.205 1.741

Output
⟨S²⟩ = 0.75
LUMO (alpha / beta) = 1.595 / 1.594 eV
spin multiplicity = 2
net charge = -1
F_max = 2.7 eV/A
HOMO energy (alpha / beta) = -0.02715 / -0.15975 Eh
energy above the lowest of the compared OMol25 structures with the same formula, charge and spin = 0.1 kcal/mol

---

4.
The following is a quantum chemistry calculation of a structure of composition C35H53AsF4N13ReSe, from OMol25.

CARTESIAN COORDINATES (ANGSTROEM)
Re: 0.534 0.626 0.510
C: -2.275 1.658 2.710
C: -1.681 0.306 3.047
N: -0.268 0.054 2.618
C: 0.040 -1.368 3.000
C: -0.664 -2.443 2.199
C: 0.640 0.900 3.451
C: 2.107 0.749 3.003
N: 2.106 0.270 1.610
C: 2.958 -0.785 1.284
C: 2.499 -1.712 0.353
F: 1.229 -1.499 -0.141
C: 3.229 -2.797 -0.067
F: 2.708 -3.633 -0.960
C: 4.495 -3.002 0.446
C: 4.980 -2.096 1.370
F: 6.203 -2.255 1.862
C: 4.240 -1.001 1.788
F: 4.791 -0.123 2.626
H: -3.255 1.716 3.185
H: -2.429 1.778 1.643
H: -1.688 2.497 3.084
H: -2.293 -0.475 2.603
H: -1.703 0.158 4.132
H: -0.213 -1.470 4.061
H: 1.117 -1.505 2.927
H: -1.747 -2.416 2.297
H: -0.328 -3.415 2.564
H: -0.427 -2.388 1.137
H: 0.537 0.608 4.500
H: 0.327 1.934 3.359
H: 2.641 0.047 3.639
H: 2.602 1.717 3.064
H: 5.093 -3.845 0.130
N: -1.839 3.097 -0.253
C: -0.736 3.442 0.473
N: -0.440 4.669 0.838
N: 0.725 4.560 1.509
N: 1.131 3.349 1.548
N: 0.203 2.575 0.906
C: -2.033 1.857 -0.799
N: -2.976 1.580 -1.668
N: -2.762 0.286 -1.992
N: -1.757 -0.190 -1.363
N: -1.247 0.787 -0.557
H: -2.444 3.843 -0.563
C: -5.019 -5.493 -3.812
C: -3.677 -5.564 -4.539
C: -2.507 -4.910 -3.801
C: -2.442 -3.388 -3.847
N: -3.561 -2.703 -3.206
C: -3.696 -2.523 -1.871
Se: -2.510 -3.083 -0.583
N: -4.816 -1.793 -1.657
C: -5.276 -1.330 -0.354
C: -6.038 -2.366 0.464
C: -7.379 -2.826 -0.111
C: -7.277 -3.886 -1.205
C: -5.391 -1.473 -2.874
C: -6.531 -0.751 -3.197
C: -6.844 -0.635 -4.539
C: -6.050 -1.226 -5.528
C: -4.916 -1.950 -5.206
C: -4.597 -2.057 -3.859
H: -5.741 -6.171 -4.270
H: -5.456 -4.496 -3.835
H: -4.907 -5.787 -2.766
H: -3.766 -5.135 -5.543
H: -3.422 -6.615 -4.691
H: -1.569 -5.260 -4.241
H: -2.492 -5.233 -2.757
H: -2.414 -3.035 -4.878
H: -1.536 -3.042 -3.347
H: -5.892 -0.449 -0.536
H: -4.390 -1.004 0.195
H: -6.210 -1.904 1.440
H: -5.387 -3.226 0.642
H: -7.941 -1.959 -0.475
H: -7.972 -3.236 0.709
H: -6.803 -3.509 -2.111
H: -8.266 -4.250 -1.485
H: -6.694 -4.742 -0.856
H: -7.154 -0.300 -2.436
H: -7.724 -0.080 -4.832
H: -6.334 -1.117 -6.566
H: -4.311 -2.413 -5.973
C: 4.567 0.851 -1.352
C: 3.351 0.441 -2.176
As: 1.719 1.371 -1.639
C: 2.269 3.236 -1.494
C: 2.938 3.823 -2.732
C: 0.530 1.267 -3.189
C: 1.202 1.273 -4.557
H: 5.440 0.273 -1.657
H: 4.417 0.694 -0.284
H: 4.806 1.904 -1.497
H: 3.156 -0.630 -2.113
H: 3.507 0.673 -3.229
H: 2.913 3.287 -0.615
H: 1.370 3.800 -1.239
H: 3.721 3.177 -3.131
H: 3.397 4.779 -2.484
H: 2.214 4.005 -3.525
H: -0.160 2.107 -3.079
H: -0.061 0.361 -3.057
H: 1.829 2.148 -4.717
H: 0.436 1.268 -5.333
H: 1.816 0.384 -4.706

Output
⟨S²⟩ = 0.92
LUMO (alpha / beta) = -5.230 / -4.740 eV
spin multiplicity = 2
net charge = +1
F_max = 0.7 eV/A
HOMO energy (alpha / beta) = -0.33024 / -0.33020 Eh
energy above the lowest of the compared OMol25 structures with the same formula, charge and spin = 17.7 kcal/mol